Entry 1:
The following is a quantum chemistry calculation of 2 unconnected molecules or ions with the total composition C4H13NO in a non-equilibrium geometry, from the OMol25 dataset.

The calculation puts the energy relative to the best compared isomer or geometry (same formula, charge and spin) at 19.8 kcal/mol. For the HOMO-LUMO gap, the calculation gives 0.3892 Ha. The value obtained for the total energy is -290.16537 Eh. As for the HOMO energy: -9.6 eV.

Structure (ORCA input):
```
! wB97M-V def2-TZVPD RIJCOSX def2/J DEFGRID3
* xyz 0 1
C 0.9803 0.0790 1.7989
C -0.1931 0.4720 0.8833
C 0.2638 0.7150 -0.5241
C -0.9496 1.3926 -1.2287
N 0.7119 -0.5707 -1.0645
H 1.4988 -0.8637 1.4529
H 1.7289 0.8170 1.8191
H 0.7099 -0.1057 2.8766
H -0.8004 1.3805 1.1998
H -0.7515 -0.4639 0.8776
H 1.0680 1.4356 -0.7052
H -0.7438 1.5342 -2.2774
H -1.7522 0.6138 -1.0603
H -1.0429 2.2497 -0.6919
H 1.6460 -0.9024 -0.7572
H 0.8682 -0.4903 -2.0667
O -1.3373 -2.1590 0.0034
H -0.4522 -2.0039 -0.3484
H -1.4527 -3.1296 -0.1874
*
```

=====

Entry 2:
The following is a quantum chemistry calculation of a molecular structure, C35H47Br2CsN8OS, from the OMol25 dataset.

The calculation puts the energy relative to the best compared isomer or geometry (same formula, charge and spin) at 27.2 kcal/mol. For the HOMO-LUMO gap, the calculation gives 0.2382 Ha. The value obtained for the total energy is -7441.60882 Eh. As for the HOMO energy: -6.5 eV.

Structure (ORCA input):
```
! wB97M-V def2-TZVPD RIJCOSX def2/J DEFGRID3
* xyz 0 1
Cs 0.6859 0.8799 -1.4291
N -1.9042 -0.5678 0.9730
C -1.4390 -0.3450 2.2548
C -1.9831 -0.8287 3.4448
C -1.3450 -0.5084 4.6319
C -0.1978 0.2662 4.6210
C 0.2692 0.6959 3.3881
N -0.3296 0.4078 2.2389
C -2.9595 -1.2406 0.3845
C -3.9986 -1.8803 1.0623
C -4.9782 -2.5115 0.3137
C -4.9086 -2.4999 -1.0683
C -3.8356 -1.8361 -1.6451
N -2.8876 -1.2217 -0.9501
H -1.3147 -0.0884 0.3160
H -2.8663 -1.4436 3.4657
H -1.7522 -0.8741 5.5663
H 0.3230 0.5284 5.5308
H 1.1655 1.3015 3.3121
H -4.0669 -1.8840 2.1366
H -5.7956 -3.0094 0.8203
H -5.6554 -2.9839 -1.6818
H -3.7269 -1.7970 -2.7242
C 0.0900 5.6203 -0.6434
C 1.5877 5.4611 -0.6068
C 2.4140 6.5898 -0.4605
C 3.7696 6.4371 -0.4651
C 4.3304 5.1538 -0.6102
C 5.7189 4.8921 -0.6424
Br 6.9813 6.3141 -0.4858
C 6.1820 3.6207 -0.7924
C 5.2915 2.5527 -0.9058
Br 6.0067 0.8036 -1.1036
C 3.8934 2.6817 -0.8712
O 3.0675 1.7258 -0.9447
C 3.4224 4.0647 -0.7314
N 2.0750 4.2454 -0.7334
H -0.2147 6.6070 -0.2944
H -0.3840 4.8636 -0.0197
H -0.2794 5.4945 -1.6639
H 1.9669 7.5700 -0.3491
H 4.4230 7.2922 -0.3591
H 7.2455 3.4275 -0.8226
C 4.2989 -5.0715 -1.5611
C 5.1354 -3.8961 -2.0634
C 4.9893 -2.6015 -1.2636
C 3.5702 -2.0458 -1.2063
N 2.7910 -2.7219 -0.1696
C 1.4667 -2.9366 -0.1933
S 0.5003 -2.5417 -1.5124
N 0.9627 -3.4971 0.9348
C -0.4337 -3.8253 1.1833
C -0.7155 -5.3208 1.1159
C -0.5879 -5.9014 -0.2863
C -0.8690 -7.3996 -0.3202
H 4.5135 -5.9714 -2.1392
H 3.2298 -4.8686 -1.6469
H 4.5177 -5.2913 -0.5119
H 4.8714 -3.6886 -3.1049
H 6.1908 -4.1798 -2.0688
H 5.6295 -1.8391 -1.7120
H 5.3671 -2.7428 -0.2427
H 3.0609 -2.2065 -2.1557
H 3.5826 -0.9681 -1.0233
H 3.2845 -2.9169 0.6877
H 1.6215 -3.7935 1.6376
H -1.0220 -3.2946 0.4373
H -0.7050 -3.4311 2.1662
H -1.7272 -5.4960 1.4982
H -0.0373 -5.8501 1.7972
H 0.4155 -5.7018 -0.6724
H -1.2710 -5.3711 -0.9552
H -0.1610 -7.9457 0.3080
H -0.7902 -7.7956 -1.3334
H -1.8744 -7.6181 0.0482
C -2.7503 3.3189 -1.6236
C -3.7198 4.4947 -1.3182
N -4.4969 4.2039 -0.1105
C -3.5778 4.0138 1.0152
C -2.5993 2.8453 0.7135
N -2.8911 2.2724 -0.6070
C -4.2746 1.7882 -0.6095
C -5.2491 2.9648 -0.3198
H -1.7129 3.6578 -1.6201
H -2.9500 2.8736 -2.6009
H -4.4167 4.6615 -2.1416
H -3.1740 5.4264 -1.1560
H -4.1711 3.8152 1.9099
H -3.0414 4.9505 1.1793
H -2.6784 2.0493 1.4564
H -1.5613 3.1836 0.7174
H -4.3651 1.0041 0.1440
H -4.4739 1.3314 -1.5807
H -5.8472 2.7745 0.5733
H -5.9402 3.1225 -1.1498
*
```

=====

Entry 3:
The following is a quantum chemistry calculation of C6H12Br3NO in the gas phase, from the OMol25 dataset.

For the HOMO-LUMO gap, the calculation gives 0.3719 Ha. The value obtained for the total energy is -8087.83291 Eh. As for the HOMO energy: -9.5 eV.

Structure (ORCA input):
```
! wB97M-V def2-TZVPD RIJCOSX def2/J DEFGRID3
* xyz 0 1
C -1.7744 2.5056 -1.1459
O -0.8686 1.4476 -1.4119
C -1.4667 0.2337 -1.7926
C -0.4050 -0.8750 -1.6390
Br -1.2703 -2.5686 -1.2230
N 0.6488 -0.5830 -0.6936
C 0.4901 -0.8105 0.6935
Br -1.1401 0.0143 1.5246
C 1.7673 -0.4214 1.4376
C 2.0644 -1.3241 2.6395
Br 1.8366 1.4648 1.9338
H -1.7513 2.7426 -0.0804
H -1.4845 3.3813 -1.7273
H -2.7963 2.2337 -1.4222
H -1.7593 0.2760 -2.8495
H -2.3520 0.0098 -1.1926
H 0.0544 -1.0838 -2.6015
H 0.9523 0.3747 -0.8557
H 0.2725 -1.8589 0.8741
H 2.5645 -0.4862 0.7023
H 2.9738 -1.8986 2.4655
H 2.1978 -0.7496 3.5533
H 1.2459 -2.0243 2.8109
*
```